1.
C18H22NO6S | ωB97M-V with the def2-TZVPD basis set

XYZ file:
```
48
Properties=species:S:1:pos:R:3:forces:R:3:lowdin_charge:R:1
C 5.0017 -2.5046 -2.6375 0.1 -0.3 0.0 -0.09
C 4.2233 -1.2160 -2.6547 -0.6 0.0 0.1 -0.23
O 2.8261 -1.5346 -2.4981 1.4 0.3 -0.2 -0.06
C 2.0496 -0.4689 -2.1580 -2.5 -0.3 0.8 -0.48
C 0.6534 -0.9535 -1.7958 0.8 2.3 -0.7 -0.15
C -0.4029 -0.0145 -2.1513 0.8 -1.2 0.5 -0.43
O -0.2017 1.0107 -2.7900 -0.6 0.6 -0.1 0.02
C -1.8344 -0.3997 -1.7470 0.1 0.4 -0.1 -0.14
C -2.4487 -1.2758 -2.8322 -0.3 0.0 -0.1 -0.21
C -1.7020 -2.5947 -3.0760 -0.1 -0.4 0.2 -0.20
C -0.8716 -3.0852 -1.8768 0.1 0.1 -0.3 -0.21
C 0.5034 -2.4269 -1.7504 0.4 -0.9 0.1 -0.19
O 2.4749 0.6616 -2.0482 0.5 -0.4 -0.4 0.07
H 6.0622 -2.2706 -2.7515 0.1 -0.1 0.0 0.07
H 4.8692 -3.0281 -1.6830 0.0 0.1 -0.2 0.08
H 4.7076 -3.1764 -3.4526 0.0 0.1 0.1 0.07
H 4.5302 -0.5615 -1.8283 -0.1 0.0 -0.3 0.12
H 4.3441 -0.6908 -3.6115 0.1 0.1 0.3 0.12
H -1.8802 -0.8900 -0.7656 0.2 0.1 -0.2 0.10
H -2.4118 0.5278 -1.6788 0.1 0.0 0.0 0.11
H -3.4887 -1.5002 -2.5610 0.1 0.1 0.0 0.10
H -2.4810 -0.7072 -3.7718 -0.1 0.0 0.2 0.11
H -2.4492 -3.3705 -3.2971 0.1 0.1 -0.1 0.09
H -1.0666 -2.5128 -3.9712 0.0 0.0 0.3 0.11
H -1.4398 -2.9770 -0.9442 0.0 0.0 -0.2 0.10
H -0.6762 -4.1590 -2.0071 -0.1 0.1 0.1 0.10
H 1.1416 -2.7902 -2.5767 -0.5 -0.3 0.3 0.11
H 0.9864 -2.8232 -0.8314 -0.1 0.1 -0.4 0.11
C -3.8798 3.5946 4.8932 -0.3 0.1 0.2 -0.06
C -2.5823 3.1400 4.2948 0.3 -0.2 -0.2 -0.28
C -2.1459 3.6946 3.0900 0.6 -0.2 -0.3 -0.04
C -0.9653 3.2534 2.4796 -0.4 -0.3 0.3 -0.04
C -0.2449 2.2045 3.0609 -0.2 0.3 -0.1 -0.27
S 1.2449 1.6056 2.2495 0.4 -1.8 -2.6 0.73
N 0.7612 0.6702 0.7076 -0.4 1.9 2.1 0.05
C 1.4130 -0.3522 0.4563 0.8 -2.1 -0.4 -0.40
O 2.1065 -1.3239 0.4427 -0.7 1.8 1.1 0.11
O 1.9906 2.7356 1.7615 -0.5 -0.3 0.6 -0.30
O 1.8263 0.5992 3.0953 0.1 0.5 0.6 -0.32
C -0.6185 1.7012 4.3114 -0.2 0.0 -0.3 -0.05
C -1.7959 2.1636 4.9131 0.2 0.1 -0.2 -0.04
H -4.0884 3.0621 5.8245 0.0 0.1 -0.1 0.07
H -3.8688 4.6698 5.1084 0.0 -0.2 0.0 0.08
H -4.7163 3.4180 4.2055 0.2 0.0 0.1 0.08
H -2.7345 4.4795 2.6132 0.2 -0.2 0.1 0.12
H -0.6096 3.7034 1.5615 -0.1 -0.1 0.0 0.12
H 0.0025 0.9592 4.8048 -0.1 0.0 -0.2 0.11
H -2.1137 1.7535 5.8738 0.1 0.1 -0.3 0.11
```
Positions in Å, forces in eV/Å.

Results
**HOMO energy**: -3.21 eV
**Electronic energy**: -43633.1142 eV
**LUMO**: 2.40 eV
**Net charge**: -1


2.
C2H9N3O3Si | ωB97M-V with the def2-TZVPD basis set

XYZ file:
```
18
Properties=species:S:1:pos:R:3:forces:R:3:lowdin_charge:R:1
C -1.6917 -0.0828 0.3382 0.3 -0.6 1.3 -0.24
C -0.4721 -0.9853 0.3051 0.6 1.9 -2.0 -0.21
N 0.2916 1.9653 -1.8186 -3.2 -1.2 -1.2 0.03
N 2.7505 -2.2946 -0.0046 -1.7 -0.7 1.9 0.00
N -1.4528 1.0240 1.3796 2.0 1.2 -0.9 -0.22
O 1.0616 0.8330 -1.5390 0.8 -0.7 0.1 -0.26
O 2.3907 -1.1987 -0.8292 0.1 0.0 -0.4 -0.25
O -1.9688 2.2524 1.0863 -1.4 -0.1 0.1 -0.31
Si 0.9994 -0.4126 -0.5179 -1.8 -0.5 0.4 0.61
H -2.6491 -0.6083 0.6355 1.1 0.5 -0.5 0.14
H -1.8193 0.4762 -0.5479 -0.5 0.5 -1.0 0.06
H -0.4585 -1.5872 1.1422 0.6 -1.7 1.5 -0.01
H 0.6436 2.6938 -1.2689 0.4 1.2 1.2 0.06
H -0.7487 1.7682 -1.6060 2.3 0.6 -0.1 0.11
H 3.3924 -2.9221 -0.4530 0.3 0.3 -1.0 0.08
H 1.8812 -2.8511 0.1554 0.9 0.4 -0.2 0.08
H -0.4117 1.3174 1.2256 -1.7 -2.0 1.5 0.15
H -1.7383 0.6124 2.3171 0.9 0.9 -0.8 0.17
```
Positions in Å, forces in eV/Å.

Results
**HOMO energy**: -8.27 eV
**SMILES**: NO[Si](=CC[NH2+][O-])ON
**Electronic energy**: -20703.7622 eV
**LUMO**: -0.04 eV
**Net charge**: 0
**ΔE to the lowest compared entry with this formula, charge and spin**: 41.30 kcal/mol


3.
H9N3Si2 | ωB97M-V with the def2-TZVPD basis set

XYZ file:
```
14
Properties=species:S:1:pos:R:3:forces:R:3:lowdin_charge:R:1
N -0.6540 0.1547 -1.7686 3.2 -3.0 4.3 -0.07
N -1.5009 1.8292 0.4238 0.1 -0.9 0.0 -0.11
N 0.6372 -0.0445 0.8281 -0.1 0.5 -0.3 -0.35
Si 1.6532 -1.3411 0.3686 0.1 -0.3 1.5 0.46
Si -0.8820 0.2235 -0.0397 -1.0 -0.5 0.8 0.27
H 0.3088 -0.0786 -2.0078 -0.4 0.0 -0.1 0.01
H -1.0099 0.6978 -2.4257 -2.3 3.1 -3.2 -0.05
H -0.8569 2.6414 0.3810 -0.7 -1.0 0.1 0.03
H -2.1876 1.9030 1.1749 0.4 0.1 -0.4 0.01
H 0.9564 0.3081 1.7293 -1.0 0.6 -0.4 0.02
H 0.7117 -1.7534 -0.6772 0.7 -1.1 -0.5 -0.08
H 1.7766 -2.1414 1.6848 0.0 -0.1 -1.2 -0.06
H 3.0790 -0.9879 0.0410 -0.5 -0.1 -0.3 -0.09
H -2.0314 -1.4109 0.2874 1.6 2.9 -0.2 0.00
```
Positions in Å, forces in eV/Å.

Results
**HOMO energy**: -9.20 eV
**Electronic energy**: -20372.0248 eV
**LUMO**: 0.85 eV
**Net charge**: 0
**ΔE to the lowest compared entry with this formula, charge and spin**: 42.17 kcal/mol


4.
C2H5NO | ωB97M-V with the def2-TZVPD basis set

XYZ file:
```
9
Properties=species:S:1:pos:R:3:forces:R:3:lowdin_charge:R:1
C -1.1659 -0.1203 0.3137 0.0 0.0 0.1 0.01
C 0.0878 0.0858 -0.1191 -0.2 -0.2 0.2 -0.55
O 0.3776 1.0831 -1.0020 -0.1 0.0 0.0 0.04
N 1.2042 -0.6501 0.2142 -0.1 0.0 0.0 0.12
H -1.4639 -1.0292 0.8181 0.2 0.2 0.2 0.04
H -0.4650 1.2573 -1.4429 0.3 0.2 0.0 0.10
H -1.8921 0.6790 0.2041 0.0 -0.3 -0.2 0.05
H 2.0849 -0.3207 -0.1494 -0.2 0.0 0.0 0.10
H 1.2323 -0.9850 1.1633 0.0 0.0 -0.1 0.10
```
Positions in Å, forces in eV/Å.

Results
**HOMO energy**: -8.11 eV
**SMILES**: C=C(N)O
**Electronic energy**: -5692.0731 eV
**LUMO**: 0.94 eV
**Net charge**: 0
**ΔE to the lowest compared entry with this formula, charge and spin**: 26.67 kcal/mol


5.
C4H8O | ωB97M-V with the def2-TZVPD basis set

XYZ file:
```
13
Properties=species:S:1:pos:R:3:forces:R:3:lowdin_charge:R:1
C -1.2708 0.9876 0.8956 0.4 -0.3 -0.4 -0.03
C 0.6497 -0.1329 -0.7090 -0.1 -0.1 -0.3 -0.34
C 0.7288 -1.6128 -0.4175 -0.1 0.1 0.0 -0.04
C -0.0634 0.9790 -0.0379 0.1 0.2 -0.1 -0.29
O 1.2786 0.6046 0.3117 0.0 0.5 0.7 -0.04
H -1.8570 0.0671 0.7763 0.1 0.2 0.3 0.08
H -0.9936 1.1401 1.9455 -0.1 -0.1 -0.3 0.08
H -1.8913 1.8330 0.5623 0.1 -0.3 0.3 0.07
H 0.9698 0.1360 -1.7181 0.2 -0.2 0.0 0.13
H 1.7994 -1.8327 -0.5313 -0.2 -0.2 0.1 0.08
H 0.1784 -2.2560 -1.1103 0.0 0.2 0.1 0.08
H 0.4577 -1.8289 0.6197 -0.1 0.0 -0.2 0.08
H 0.0140 1.9159 -0.5870 -0.3 -0.1 -0.2 0.13
```
Positions in Å, forces in eV/Å.

Results
**HOMO energy**: -9.83 eV
**SMILES**: C[C@@H]1O[C@@H]1C
**Electronic energy**: -6323.7231 eV
**LUMO**: 1.13 eV
**Net charge**: 0
**ΔE to the lowest compared entry with this formula, charge and spin**: 33.32 kcal/mol


6.
C22H24BN12O2SV | ωB97M-V with the def2-TZVPD basis set

XYZ file:
```
63
Properties=species:S:1:pos:R:3:forces:R:3:lowdin_spin:R:1
V 0.3898 -0.0013 -0.7427 -0.7 -1.0 -0.8 1.97
C -3.0762 -2.7422 -0.4794 0.9 1.1 0.5 0.00
C -1.7600 -2.5206 -0.8786 0.4 1.5 -0.1 0.01
N -1.3303 -1.3012 -0.4646 -0.6 -0.3 -0.2 0.00
N -2.3571 -0.7210 0.2040 -0.6 -1.3 0.0 0.01
C -3.4007 -1.5969 0.2451 -0.9 0.0 -0.6 0.01
B -2.2256 0.6374 0.9554 1.4 -0.3 1.2 0.00
N -1.0199 0.4660 1.9965 -0.6 -0.1 -2.8 0.00
C -0.8762 0.8721 3.2386 0.3 0.3 1.4 0.00
C 0.5035 0.9395 3.4628 0.0 0.3 1.8 0.00
C 1.1195 0.5461 2.2975 -0.6 0.3 0.3 0.00
N 0.1854 0.2598 1.3904 0.1 0.4 -0.2 0.00
N -1.8884 1.8031 -0.0659 -0.5 -2.7 2.3 0.00
C -2.4134 2.9996 -0.1479 1.2 1.3 -2.0 0.01
C -1.7911 3.6134 -1.2372 -0.1 0.8 -0.4 0.00
C -0.8843 2.6775 -1.7415 -0.5 0.2 0.3 0.01
N -0.9578 1.5903 -0.9843 0.5 -0.4 -0.2 0.00
N -3.4769 0.8489 1.7557 -0.8 -0.3 0.0 0.00
C -4.6528 1.0483 1.1273 1.0 1.0 -1.0 0.00
C -5.6658 0.8501 1.9766 0.3 -0.6 1.4 0.00
C -5.0456 0.4135 3.1843 0.6 0.2 -0.5 0.00
N -3.7083 0.4017 3.0232 -1.1 -0.1 0.3 0.00
H -3.6748 -3.5833 -0.7324 -0.4 -0.3 0.1 0.00
H -1.1396 -3.0781 -1.5592 0.1 -0.2 0.2 0.00
H -4.4190 -1.3751 0.6140 1.1 0.2 0.1 0.00
H -1.7838 1.0076 3.8658 1.2 0.0 -0.6 0.00
H 1.0461 1.2171 4.3775 -0.6 -0.1 -0.5 0.00
H 2.1880 0.5541 2.1846 0.0 -0.3 -0.7 0.00
H -3.1101 3.3564 0.5393 -1.0 0.4 0.9 0.00
H -1.9257 4.6260 -1.6210 -0.1 -0.5 0.3 0.00
H -0.2089 2.7123 -2.5850 -0.1 0.1 0.2 0.00
H -4.6210 1.3585 0.1010 -0.3 0.1 -0.2 0.00
H -6.6568 1.0652 1.7465 -1.6 0.0 0.0 0.00
H -5.5505 0.1088 4.1192 0.7 0.3 -0.7 0.00
C 4.7958 0.3369 -0.9843 -0.5 0.0 -1.3 0.00
C 3.3415 -0.0070 -0.7348 -0.5 0.1 -0.1 0.03
N 2.3362 0.7704 -1.0245 0.2 -1.2 1.1 -0.01
N 2.5277 1.8793 -1.6997 1.2 0.2 -1.2 0.00
C 2.1792 3.0200 -1.1877 -0.6 1.7 0.3 0.00
N 2.2197 4.0543 -2.1134 0.1 -1.5 -1.8 0.00
S 1.6163 3.3900 0.3643 0.3 -0.3 0.4 0.01
C 2.9195 -1.2762 -0.1080 3.0 -0.8 -0.7 0.01
C 3.8395 -2.2974 0.1926 0.5 0.1 0.6 0.00
C 3.4244 -3.3575 0.9990 1.3 0.9 -1.3 0.00
C 2.1219 -3.4251 1.3933 -1.8 -1.3 1.4 0.00
C 1.2400 -2.4924 0.9028 0.3 0.5 -0.2 0.00
N 1.6660 -1.4817 0.1357 -2.3 0.3 0.3 0.00
H 4.8213 0.8476 -1.9843 0.1 -0.2 1.0 0.00
H 5.4348 -0.5514 -1.0574 -0.3 0.2 0.1 0.00
H 5.2143 0.9901 -0.2179 -0.2 0.1 -0.1 0.00
H 2.5622 3.7257 -3.0255 -0.1 0.4 0.6 0.00
H 2.5157 4.9667 -1.8833 0.1 0.7 0.8 0.00
H 4.8997 -2.2300 -0.1065 -0.8 0.0 0.2 0.00
H 4.1806 -4.0692 1.2438 0.1 -0.6 0.4 0.00
H 1.7147 -4.2000 2.0964 0.7 0.8 -0.9 0.00
H 0.1902 -2.4602 1.1567 0.0 -0.2 -0.1 0.00
C 1.6095 -2.9048 -3.1456 1.3 -1.2 -1.2 0.00
O 0.8847 -1.8154 -3.6090 -1.2 1.9 0.9 -0.02
C 0.5369 -0.9165 -2.6289 0.2 -0.3 -0.6 -0.05
O -0.0912 0.0928 -2.9267 0.8 -0.6 0.2 0.00
H 1.3902 -3.7540 -3.8091 -0.2 0.2 0.3 0.00
H 1.4140 -3.1632 -2.1311 -0.3 -0.1 0.9 0.00
H 2.6829 -2.7257 -3.2724 0.0 0.1 0.2 0.00
```
Positions in Å, forces in eV/Å.

Results
**HOMO energy (alpha / beta)**: -6.93 / -6.94 eV
**Electronic energy**: -82381.3990 eV
**LUMO (alpha / beta)**: -0.28 / -0.48 eV
**2S+1**: 3
**Net charge**: 0
**ΔE to the lowest compared entry with this formula, charge and spin**: 27.90 kcal/mol
**<S²>**: 2.03


The records above give, respectively, largest force on an atom values of 3.223; 3.636; 6.150; 0.366; 0.879; 3.564 eV/A.